# 1
This record from the Open Molecules 2025 dataset describes the molecule C21H27ClN6O2. The level of theory is ωB97M-V with the def2-TZVPD basis set.

Results
Energy above the lowest of the compared OMol25 structures with the same formula, charge and spin ... 517.6 kcal per mole
Strongest force on any atom ... 0.3818 hartree/bohr
LUMO ... 0.2 eV
SMILES ... CCCCn1c(CN2CCN(c3cccc(Cl)c3)CC2)nc2c1c(=O)[nH]c(=O)n2C
Highest occupied orbital energy ... -0.2850 Eh

Cartesian coordinates (Å):
1 C -4.353 -3.412 0.974
2 C -4.833 -2.019 0.753
3 C -3.930 -0.965 -0.057
4 C -2.734 -0.767 0.686
5 N -1.963 0.032 -0.178
6 C -1.203 -0.090 -1.014
7 N -0.733 0.996 -1.378
8 C -1.212 2.128 -0.926
9 C -2.098 1.599 0.058
10 C -2.717 2.352 1.073
11 O -3.569 2.262 1.991
12 N -2.571 3.836 0.738
13 C -1.609 4.139 -0.214
14 O -1.479 5.609 -0.131
15 N -0.985 3.429 -1.066
16 C -0.140 3.909 -1.824
17 H -0.293 3.341 -2.860
18 H -0.202 4.971 -1.900
19 H 1.061 3.774 -1.764
20 H -2.960 4.453 1.565
21 C -0.794 -1.354 -1.671
22 N 0.489 -1.643 -1.073
23 C 0.828 -1.694 0.260
24 C 2.157 -2.365 0.616
25 N 3.258 -1.460 -0.423
26 C 3.955 -0.566 0.482
27 C 4.995 -0.140 -0.081
28 C 5.686 1.205 0.570
29 C 5.179 1.416 1.978
30 C 4.206 0.779 2.512
31 C 3.496 -0.067 1.724
32 H 2.603 -0.650 2.137
33 H 3.876 1.155 3.447
34 H 5.769 2.106 2.360
35 Cl 6.986 1.726 -0.145
36 H 5.394 -0.054 -1.008
37 C 3.036 -1.536 -1.776
38 H 3.767 -0.922 -1.831
39 C 1.612 -0.883 -1.851
40 H 1.317 -0.782 -2.846
41 H 1.698 0.034 -1.339
42 H 2.897 -2.483 -1.778
43 H 2.323 -2.577 1.537
44 H 2.193 -3.547 0.004
45 H -0.032 -2.394 0.576
46 H 0.935 -0.878 0.668
47 H -0.728 -1.445 -2.629
48 H -1.293 -2.263 -1.161
49 H -3.002 -0.183 1.571
50 H -2.335 -1.574 0.932
51 H -3.830 -1.439 -1.055
52 H -4.601 -0.075 -0.247
53 H -5.760 -2.013 0.144
54 H -5.101 -1.675 1.847
55 H -3.388 -3.480 1.617
56 H -5.084 -3.977 1.570
57 H -4.182 -3.880 -0.159

# 2
This record from the Open Molecules 2025 dataset describes a structure of composition C21H27FN14NiO4S2. The level of theory is ωB97M-V with the def2-TZVPD basis set.

Results
Energy above the lowest of the compared OMol25 structures with the same formula, charge and spin ... 2.5 kcal per mole
Strongest force on any atom ... 0.0060 hartree/bohr
LUMO (alpha / beta) ... 0.1 / 0.2 eV
2S+1 ... 3
Highest occupied orbital energy (alpha / beta) ... -0.2740 / -0.2733 Eh

Cartesian coordinates (Å):
1 Ni -0.115 0.492 0.328
2 C -2.946 4.221 -2.571
3 C -2.160 4.908 -1.462
4 N -2.289 4.231 -0.182
5 C -1.678 3.064 0.130
6 S -0.291 2.572 -0.802
7 N -2.208 2.438 1.167
8 N -1.668 1.226 1.400
9 C -2.194 0.459 2.287
10 C -3.382 0.836 3.111
11 C -1.561 -0.870 2.415
12 C -1.971 -1.810 3.356
13 C -1.355 -3.049 3.384
14 C -0.342 -3.327 2.481
15 C 0.027 -2.330 1.593
16 N -0.561 -1.144 1.563
17 H -2.810 4.746 -3.518
18 H -4.011 4.204 -2.337
19 H -2.609 3.191 -2.685
20 H -2.503 5.935 -1.319
21 H -1.102 4.953 -1.716
22 H -3.154 4.363 0.321
23 H -3.880 1.681 2.646
24 H -3.084 1.128 4.122
25 H -4.081 0.004 3.192
26 H -2.761 -1.571 4.053
27 H -1.666 -3.793 4.106
28 H 0.157 -4.285 2.461
29 H 0.830 -2.481 0.883
30 N 4.420 0.626 -2.562
31 N 3.243 0.092 -2.059
32 N 2.649 -0.946 -2.602
33 C 1.627 -1.113 -1.778
34 N 1.633 -0.204 -0.797
35 N 2.689 0.559 -0.986
36 H 4.579 0.155 -3.447
37 H 4.255 1.613 -2.736
38 H 0.872 -1.869 -1.878
39 C 5.158 -1.090 3.025
40 C 3.913 -0.761 3.850
41 C 3.042 0.244 3.170
42 N 2.028 -0.063 2.450
43 N 1.411 1.014 1.867
44 C 1.991 2.150 2.162
45 N 1.569 3.360 1.754
46 S 3.353 1.958 3.221
47 H 5.770 -1.833 3.533
48 H 5.769 -0.201 2.864
49 H 4.873 -1.484 2.050
50 H 4.200 -0.393 4.837
51 H 3.307 -1.655 3.999
52 H 0.925 3.358 0.957
53 H 2.204 4.134 1.828
54 F -0.634 -5.140 -1.688
55 C -0.654 -4.098 -2.530
56 C -1.587 -3.145 -2.433
57 N -1.637 -2.067 -3.280
58 C -2.559 -0.981 -2.968
59 C -2.190 -0.207 -1.685
60 O -2.988 0.637 -1.302
61 O -1.075 -0.544 -1.163
62 C -0.655 -1.857 -4.226
63 O -0.590 -0.877 -4.933
64 N 0.272 -2.888 -4.323
65 C 0.385 -4.037 -3.547
66 O 1.270 -4.844 -3.718
67 H -2.343 -3.178 -1.660
68 H -3.564 -1.387 -2.855
69 H -2.560 -0.291 -3.808
70 H 0.997 -2.742 -5.012

# 3
This record from the Open Molecules 2025 dataset describes a structure of composition C21H27GeIN3O2PtS2. The level of theory is ωB97M-V with the def2-TZVPD basis set.

Results
Total charge ... -1
Strongest force on any atom ... 0.0181 hartree/bohr
LUMO ... 2.1 eV
Highest occupied orbital energy ... -0.1658 Eh

Cartesian coordinates (Å):
1 Pt -0.280 0.629 -1.602
2 C 1.630 0.532 3.736
3 C 0.378 -0.235 3.425
4 N -0.352 -0.684 4.390
5 C -1.480 -1.421 4.086
6 C -1.863 -1.732 2.823
7 C -3.094 -2.574 2.645
8 O -4.134 -1.928 1.906
9 C -1.102 -1.233 1.713
10 C -1.464 -1.596 0.401
11 N -1.021 -1.122 -0.723
12 C -1.328 -1.711 -1.995
13 C -1.917 -2.920 -2.313
14 C -2.047 -3.217 -3.672
15 C -1.583 -2.331 -4.637
16 C -0.950 -1.138 -4.276
17 C -0.800 -0.833 -2.933
18 I 0.686 2.166 -3.448
19 C 0.071 -0.446 1.978
20 O 0.832 -0.003 1.109
21 H 2.151 0.053 4.566
22 H 1.388 1.554 4.042
23 H 2.273 0.585 2.860
24 H -2.058 -1.771 4.934
25 H -3.459 -2.865 3.635
26 H -2.879 -3.493 2.094
27 H -4.154 -1.009 2.194
28 H -2.209 -2.388 0.306
29 H -2.259 -3.618 -1.558
30 H -2.509 -4.149 -3.972
31 H -1.708 -2.579 -5.685
32 H -0.570 -0.467 -5.038
33 S 4.140 0.843 -0.372
34 C 3.342 -0.557 -0.742
35 N 2.594 -0.793 -1.830
36 C 2.301 -2.180 -2.137
37 C 2.198 -2.856 -0.774
38 S 3.422 -1.994 0.250
39 H 2.609 -0.088 -2.555
40 H 3.105 -2.624 -2.736
41 H 1.363 -2.246 -2.688
42 H 2.439 -3.916 -0.827
43 H 1.208 -2.714 -0.343
44 C -0.768 5.351 0.085
45 Ge 0.393 3.770 0.043
46 C 2.034 4.272 -0.849
47 C 0.857 3.292 1.871
48 C -0.643 2.214 -0.619
49 H -0.252 6.212 0.515
50 H -1.662 5.156 0.680
51 H -1.081 5.608 -0.929
52 H 2.547 4.976 -0.189
53 H 1.836 4.744 -1.808
54 H 2.669 3.401 -1.012
55 H 1.321 4.162 2.340
56 H 1.563 2.462 1.857
57 H -0.010 2.989 2.460
58 H -1.715 2.458 -0.682

# 4
This record from the Open Molecules 2025 dataset describes a structure of composition C21H27IrN3O5S3. The level of theory is ωB97M-V with the def2-TZVPD basis set.

Results
Energy above the lowest of the compared OMol25 structures with the same formula, charge and spin ... 96.4 kcal per mole
Total charge ... -1
Strongest force on any atom ... 0.0838 hartree/bohr
LUMO (alpha / beta) ... 2.6 / 2.6 eV
Highest occupied orbital energy (alpha / beta) ... -0.1217 / -0.1218 Eh

Cartesian coordinates (Å):
1 Ir 0.325 0.238 -0.039
2 C 2.396 2.658 3.690
3 C 2.016 1.652 2.635
4 S 0.344 1.592 2.219
5 C 2.966 0.851 2.068
6 C 4.407 0.915 2.495
7 S 2.650 -0.305 0.827
8 H 1.543 3.285 3.927
9 H 3.210 3.289 3.332
10 H 2.721 2.168 4.609
11 H 4.499 1.016 3.575
12 H 4.910 1.764 2.026
13 H 4.902 0.002 2.176
14 O 1.130 -1.325 -1.628
15 N 0.182 -1.946 -2.249
16 C 0.229 -3.281 -2.368
17 C -0.685 -3.974 -3.125
18 C -1.701 -3.270 -3.768
19 C -1.782 -1.908 -3.588
20 C -0.856 -1.231 -2.792
21 S -0.952 0.430 -2.466
22 H 1.045 -3.752 -1.842
23 H -0.608 -5.047 -3.209
24 H -2.430 -3.785 -4.374
25 H -2.559 -1.320 -4.048
26 O -2.033 0.164 0.672
27 C -1.845 -1.005 1.060
28 O -0.816 -1.666 0.783
29 C -2.878 -1.702 1.907
30 C -2.450 -2.751 2.710
31 C -3.341 -3.497 3.470
32 C -4.670 -3.155 3.374
33 O -5.759 -3.759 3.972
34 C -6.886 -3.061 3.499
35 O -6.479 -1.975 2.702
36 C -5.103 -2.081 2.598
37 C -4.222 -1.322 1.866
38 H -1.397 -2.985 2.726
39 H -3.010 -4.312 4.093
40 H -7.476 -2.696 4.356
41 H -7.515 -3.748 2.900
42 H -4.535 -0.480 1.271
43 C 3.209 4.176 -2.172
44 C 2.443 2.902 -2.563
45 C 2.333 2.814 -4.088
46 C 3.184 1.660 -2.048
47 N 1.077 3.028 -2.047
48 N 0.897 2.548 -0.691
49 H 4.248 4.099 -2.483
50 H 3.179 4.331 -1.096
51 H 2.764 5.045 -2.650
52 H 3.322 2.854 -4.539
53 H 1.733 3.633 -4.481
54 H 1.863 1.871 -4.358
55 H 4.031 1.432 -2.692
56 H 2.516 0.800 -2.031
57 H 3.555 1.801 -1.036
58 H 0.452 2.441 -2.604
59 H 0.044 2.991 -0.344
60 H 1.664 2.890 -0.116